Record 1
10 unconnected molecules or ions with the total composition C23H66O10, computed with wB97M-V/def2-TZVPD.

For the relative energy (zero: lowest compared OMol25 entry of this formula, charge and spin), the calculation gives 1.732 eV. The SMILES is CC(C)O.CC(C)O.CC(C)O.CCO.CCO.CCO.CCO.CCO.CCO.CCO. The value obtained for the gap between HOMO and LUMO is 9.89 eV. The calculation puts the highest occupied orbital energy at -9.634 eV.

Each line ends with the Löwdin charge.
CARTESIAN COORDINATES (ANGSTROEM)
C (-25.638, 3.779, -6.326)  -0.08
C (-25.384, 2.606, -5.390)  -0.30
O (-24.792, 1.605, -6.218)  -0.11
H (-26.097, 4.572, -5.736)  0.08
H (-26.423, 3.489, -7.024)  0.08
H (-24.721, 4.058, -6.845)  0.07
H (-26.322, 2.164, -5.053)  0.12
H (-24.733, 2.901, -4.567)  0.09
H (-25.516, 1.103, -6.599)  0.09
C (-19.137, 2.082, -8.232)  -0.06
C (-18.754, 2.354, -9.702)  -0.30
O (-19.860, 2.278, -10.536)  -0.09
H (-18.216, 2.363, -7.721)  0.06
H (-19.390, 1.029, -8.106)  0.08
H (-19.899, 2.767, -7.861)  0.07
H (-18.013, 1.615, -10.005)  0.12
H (-18.403, 3.378, -9.834)  0.11
H (-19.765, 2.912, -11.250)  0.11
C (-24.548, -2.934, -4.010)  -0.09
C (-23.116, -2.849, -4.582)  -0.29
O (-22.288, -1.980, -3.801)  -0.10
H (-25.056, -1.973, -3.931)  0.05
H (-24.544, -3.367, -3.010)  0.07
H (-25.079, -3.681, -4.599)  0.07
H (-23.134, -2.530, -5.624)  0.10
H (-22.755, -3.877, -4.548)  0.10
H (-22.362, -1.107, -4.191)  0.01
C (-22.139, 6.432, -6.695)  -0.08
C (-22.329, 6.126, -5.205)  -0.32
O (-22.698, 7.353, -4.608)  -0.06
H (-22.093, 5.492, -7.245)  0.06
H (-21.197, 6.953, -6.867)  0.06
H (-22.968, 7.063, -7.017)  0.08
H (-21.373, 5.704, -4.899)  0.08
H (-23.094, 5.358, -5.085)  0.09
H (-23.647, 7.333, -4.465)  0.08
C (-17.232, 6.784, -5.947)  -0.08
C (-18.147, 5.598, -6.223)  -0.32
O (-17.481, 4.402, -5.824)  -0.09
H (-17.547, 7.657, -6.518)  0.07
H (-16.217, 6.547, -6.263)  0.07
H (-17.326, 7.034, -4.890)  0.08
H (-18.579, 5.566, -7.223)  0.10
H (-19.002, 5.720, -5.559)  0.09
H (-16.841, 4.094, -6.470)  0.08
C (-20.262, 2.603, -0.929)  -0.08
C (-20.523, 4.140, -0.932)  -0.30
O (-19.278, 4.810, -0.835)  -0.08
H (-19.675, 2.309, -1.800)  0.06
H (-21.226, 2.112, -1.060)  0.05
H (-19.758, 2.261, -0.025)  0.08
H (-21.112, 4.433, -0.063)  0.11
H (-21.126, 4.388, -1.804)  0.09
H (-18.641, 4.540, -1.500)  0.08
C (-24.777, 0.781, -2.642)  -0.06
C (-23.722, 0.059, -1.724)  -0.30
O (-23.605, 0.691, -0.467)  -0.09
H (-24.513, 1.823, -2.821)  0.05
H (-25.737, 0.740, -2.127)  0.08
H (-24.817, 0.307, -3.623)  0.05
H (-22.744, 0.090, -2.203)  0.09
H (-23.929, -0.998, -1.555)  0.10
H (-23.099, 0.107, 0.103)  0.08
C (-21.603, 2.808, -4.595)  -0.03
C (-21.298, 1.469, -5.264)  -0.44
C (-19.870, 0.929, -4.985)  -0.04
O (-22.245, 0.451, -5.007)  -0.06
H (-22.487, 3.236, -5.068)  0.05
H (-20.753, 3.483, -4.695)  0.08
H (-21.818, 2.779, -3.527)  0.07
H (-21.325, 1.638, -6.340)  0.11
H (-19.779, 0.592, -3.953)  0.07
H (-19.076, 1.665, -5.110)  0.07
H (-19.736, 0.084, -5.661)  0.08
H (-23.090, 0.778, -5.325)  0.06
C (-22.985, 1.913, -9.584)  -0.05
C (-22.430, 0.488, -9.332)  -0.47
C (-23.602, -0.540, -9.028)  -0.03
O (-21.726, 0.220, -10.496)  -0.05
H (-23.722, 2.205, -8.835)  0.05
H (-23.456, 2.068, -10.554)  0.09
H (-22.181, 2.644, -9.506)  0.06
H (-21.825, 0.357, -8.436)  0.11
H (-24.312, -0.737, -9.831)  0.08
H (-24.149, -0.122, -8.183)  0.04
H (-23.162, -1.462, -8.647)  0.07
H (-21.204, 1.018, -10.601)  0.03
C (-15.588, -1.834, -3.711)  -0.06
C (-16.513, -1.324, -4.827)  -0.46
C (-15.769, -0.339, -5.822)  -0.04
O (-17.057, -2.451, -5.505)  -0.05
H (-16.119, -2.279, -2.869)  0.07
H (-14.989, -0.993, -3.362)  0.07
H (-14.960, -2.677, -4.001)  0.08
H (-17.331, -0.771, -4.365)  0.11
H (-16.440, 0.107, -6.555)  0.05
H (-15.042, -0.867, -6.440)  0.08
H (-15.326, 0.500, -5.285)  0.07
H (-17.793, -2.762, -4.973)  0.09

***

Record 2
A molecular structure, C23H67O11V, computed with wB97M-V/def2-TZVPD.

The value obtained for the gap between HOMO and LUMO (spin up / spin down) is 6.14 / 7.87 eV. The multiplicity is 5. The calculation puts the highest occupied orbital energy (spin up / spin down) at -5.858 / -7.831 eV.

Each line ends with the Mulliken spin population.
CARTESIAN COORDINATES (ANGSTROEM)
V (-2.396, 2.542, -2.245)  4.20
C (-1.234, 0.923, 1.099)  0.07
C (-0.250, 0.933, -0.078)  0.00
C (0.654, -0.289, -0.145)  -0.02
O (-0.757, 1.264, -1.354)  -0.18
H (-1.886, 0.051, 1.079)  -0.03
H (-1.936, 1.754, 1.166)  0.00
H (-0.690, 0.845, 2.041)  0.01
H (0.380, 1.776, 0.207)  0.00
H (1.163, -0.328, 0.819)  0.00
H (1.438, -0.174, -0.893)  0.00
H (0.135, -1.225, -0.352)  0.00
C (-0.653, 5.143, -5.042)  0.00
C (-0.345, 4.816, -3.576)  0.00
O (-0.653, 3.414, -3.437)  -0.04
H (0.056, 4.721, -5.755)  0.00
H (-0.613, 6.215, -5.234)  0.00
H (-1.604, 4.756, -5.408)  0.01
H (-1.000, 5.350, -2.887)  0.02
H (0.662, 5.015, -3.207)  0.00
H (0.037, 2.867, -3.819)  0.00
C (3.271, 2.599, -3.571)  0.00
C (2.328, 1.907, -2.643)  0.00
O (1.285, 1.248, -3.336)  -0.01
H (2.797, 3.355, -4.197)  0.00
H (3.662, 1.833, -4.241)  0.00
H (4.131, 3.036, -3.063)  0.00
H (1.841, 2.624, -1.982)  0.00
H (2.748, 1.183, -1.945)  0.00
H (0.597, 1.112, -2.682)  0.01
C (-5.547, 1.552, 0.708)  0.00
C (-5.144, 2.165, -0.633)  0.02
O (-4.121, 1.380, -1.301)  -0.12
H (-4.823, 1.822, 1.477)  0.00
H (-5.616, 0.466, 0.758)  0.00
H (-6.488, 2.064, 0.909)  0.00
H (-4.914, 3.230, -0.643)  0.02
H (-5.993, 1.983, -1.292)  0.01
H (-4.397, 0.469, -1.426)  0.01
C (4.105, 2.367, 0.612)  0.00
C (3.714, 3.268, 1.745)  0.00
O (3.647, 2.566, 2.917)  0.00
H (4.434, 2.951, -0.247)  0.00
H (3.289, 1.741, 0.251)  0.00
H (4.866, 1.628, 0.864)  0.00
H (2.733, 3.617, 1.421)  0.00
H (4.350, 4.141, 1.892)  0.00
H (2.967, 2.992, 3.444)  0.00
C (-0.943, -1.810, 3.758)  0.00
C (-1.507, -2.540, 5.029)  0.00
O (-2.307, -3.574, 4.481)  0.00
H (-1.815, -1.419, 3.233)  0.00
H (-0.276, -2.352, 3.088)  0.00
H (-0.340, -0.958, 4.070)  0.00
H (-2.065, -1.864, 5.676)  0.00
H (-0.804, -2.972, 5.743)  0.00
H (-1.722, -4.333, 4.525)  0.00
C (0.411, 1.780, 4.526)  0.00
C (0.085, 3.243, 4.188)  0.00
O (1.385, 3.798, 3.966)  0.00
H (1.122, 1.834, 5.350)  0.00
H (0.857, 1.229, 3.698)  0.00
H (-0.445, 1.161, 4.795)  0.00
H (-0.346, 3.825, 5.003)  0.00
H (-0.635, 3.288, 3.372)  0.00
H (1.272, 4.714, 3.701)  0.00
C (3.341, -2.413, 0.935)  0.00
C (3.921, -3.374, -0.124)  0.00
O (3.810, -4.698, 0.405)  0.00
H (3.950, -2.495, 1.835)  0.00
H (2.297, -2.620, 1.172)  0.00
H (3.429, -1.371, 0.630)  0.00
H (4.951, -3.127, -0.381)  0.00
H (3.320, -3.415, -1.033)  0.00
H (3.380, -5.229, -0.269)  0.00
C (-3.676, -2.102, 0.793)  0.00
C (-4.874, -2.491, -0.099)  0.00
O (-5.256, -1.424, -0.921)  0.00
H (-3.855, -1.231, 1.423)  0.00
H (-2.812, -1.837, 0.184)  0.00
H (-3.400, -2.984, 1.371)  0.00
H (-5.738, -2.880, 0.441)  0.00
H (-4.530, -3.299, -0.745)  0.00
H (-6.037, -1.735, -1.385)  0.00
C (-0.413, -4.348, 0.509)  0.00
C (-1.161, -5.636, 0.251)  0.00
O (-0.380, -6.509, -0.488)  0.00
H (-0.379, -3.703, -0.369)  0.00
H (0.582, -4.513, 0.923)  0.00
H (-0.974, -3.707, 1.188)  0.00
H (-2.113, -5.574, -0.276)  0.00
H (-1.426, -6.071, 1.215)  0.00
H (-0.913, -7.283, -0.683)  0.00
C (1.839, -2.311, -3.299)  0.00
C (3.253, -1.856, -3.542)  0.00
O (3.250, -0.653, -4.230)  0.00
H (1.789, -3.281, -2.804)  0.00
H (1.202, -2.501, -4.163)  0.00
H (1.268, -1.572, -2.736)  0.00
H (3.736, -2.571, -4.209)  0.00
H (3.856, -1.855, -2.634)  0.00
H (2.604, -0.046, -3.862)  0.00

***

Record 3
11 unconnected molecules or ions with the total composition C23H68N4O11, computed with wB97M-V/def2-TZVPD.

For the relative energy (zero: lowest compared OMol25 entry of this formula, charge and spin), the calculation gives 11.437 eV. The SMILES is NC(N)=O.NC(N)=O.CC(C)O.CC(C)O.CC(C)O.CC(C)O.CC(C)O.CC(C)O.CO.CO.CO. The value obtained for the gap between HOMO and LUMO is 8.96 eV. The calculation puts the highest occupied orbital energy at -8.660 eV.

Each line ends with the Löwdin charge.
CARTESIAN COORDINATES (ANGSTROEM)
C (0.287, 1.798, -4.233)  -0.13
O (-0.066, 2.905, -5.087)  -0.11
H (0.827, 2.105, -3.290)  0.09
H (0.868, 1.108, -4.790)  0.05
H (-0.623, 1.298, -3.903)  0.06
H (-0.285, 3.667, -4.556)  0.06
C (1.906, -4.392, -1.045)  -0.13
O (1.030, -3.491, -0.441)  -0.12
H (2.485, -4.868, -0.299)  0.07
H (2.681, -3.803, -1.621)  0.10
H (1.529, -5.132, -1.671)  0.06
H (0.283, -3.311, -0.978)  0.00
C (3.907, 0.741, -3.983)  -0.18
O (3.516, 1.470, -2.860)  -0.09
H (4.309, 1.277, -4.873)  0.09
H (2.976, 0.334, -4.383)  0.04
H (4.601, -0.081, -3.771)  0.09
H (2.966, 2.094, -3.270)  0.03
C (-2.630, -0.200, 2.525)  -0.65
O (-2.655, -0.545, 1.168)  -0.12
N (-3.237, 0.812, 2.940)  0.18
N (-2.003, -0.772, 3.433)  0.23
H (-3.803, 1.256, 2.171)  0.15
H (-3.313, 1.267, 3.885)  0.16
H (-1.318, -1.481, 3.090)  0.12
H (-1.852, -0.342, 4.306)  0.08
C (-1.700, -2.242, -1.521)  -0.64
O (-1.520, -0.932, -1.846)  -0.05
N (-2.396, -2.619, -0.510)  0.20
N (-1.202, -3.265, -2.119)  0.14
H (-2.624, -1.833, 0.064)  0.05
H (-2.540, -3.526, -0.178)  0.11
H (-0.900, -2.867, -3.043)  0.10
H (-1.540, -4.231, -2.088)  0.15
C (0.463, -3.026, 4.139)  -0.03
C (0.511, -3.594, 2.755)  -0.65
C (0.154, -5.044, 2.783)  -0.05
O (-0.234, -3.084, 1.881)  0.01
H (-0.553, -3.184, 4.492)  0.09
H (0.564, -1.994, 3.928)  0.04
H (1.183, -3.404, 4.803)  0.08
H (1.579, -3.479, 2.408)  0.16
H (0.630, -5.688, 3.532)  0.08
H (0.264, -5.560, 1.828)  0.08
H (-0.901, -5.134, 2.989)  0.08
H (0.134, -3.209, 1.065)  0.01
C (1.414, 0.358, -0.782)  -0.04
C (0.776, -0.023, 0.522)  -0.64
C (1.883, -0.252, 1.570)  -0.01
O (0.009, 0.786, 0.998)  0.01
H (2.066, -0.473, -1.086)  0.09
H (1.928, 1.258, -0.736)  0.05
H (0.673, 0.420, -1.572)  0.06
H (0.216, -1.007, 0.426)  0.15
H (1.661, -0.886, 2.455)  0.07
H (2.385, 0.702, 1.794)  0.09
H (2.547, -0.876, 1.034)  0.05
H (-0.906, 0.475, 0.872)  0.09
C (0.480, 1.893, 6.593)  -0.03
C (-0.658, 1.826, 5.632)  -0.73
C (-0.157, 1.752, 4.254)  -0.03
O (-1.513, 0.993, 5.884)  0.04
H (0.896, 0.946, 6.943)  0.10
H (0.035, 2.226, 7.484)  0.07
H (1.202, 2.592, 6.215)  0.09
H (-1.081, 2.796, 5.716)  0.13
H (-1.042, 1.840, 3.623)  0.07
H (0.228, 0.748, 3.998)  0.09
H (0.587, 2.449, 4.002)  0.07
H (-1.380, 0.723, 6.838)  0.17
C (1.178, -1.709, -3.627)  -0.02
C (0.319, -1.899, -4.802)  -0.73
C (0.573, -3.179, -5.517)  -0.03
O (-0.871, -1.909, -4.571)  0.03
H (2.133, -2.082, -3.968)  0.09
H (0.899, -2.383, -2.784)  0.08
H (1.357, -0.720, -3.297)  0.04
H (0.573, -1.143, -5.555)  0.14
H (1.535, -3.082, -6.082)  0.11
H (-0.274, -3.341, -6.192)  0.09
H (0.589, -3.994, -4.863)  0.06
H (-1.215, -1.869, -5.462)  0.14
C (1.808, 4.218, 1.342)  -0.04
C (0.555, 4.062, 0.573)  -0.59
C (-0.144, 5.401, 0.108)  -0.01
O (0.599, 3.160, -0.334)  -0.03
H (1.972, 3.550, 2.214)  0.07
H (1.745, 5.162, 1.880)  0.07
H (2.713, 4.139, 0.693)  0.11
H (-0.195, 3.566, 1.231)  0.14
H (0.270, 6.066, -0.668)  0.09
H (-0.188, 5.981, 1.039)  0.07
H (-1.187, 5.265, -0.210)  0.07
H (0.677, 2.374, 0.185)  0.05
C (-2.729, 2.263, -0.297)  -0.04
C (-1.992, 2.362, -1.592)  -0.70
C (-2.899, 1.911, -2.655)  -0.05
O (-1.581, 3.500, -1.888)  0.02
H (-2.032, 2.083, 0.545)  0.06
H (-3.328, 1.353, -0.262)  0.07
H (-3.405, 3.154, -0.116)  0.11
H (-1.145, 1.692, -1.644)  0.11
H (-3.893, 2.307, -2.510)  0.08
H (-3.119, 0.845, -2.462)  0.08
H (-2.455, 2.181, -3.631)  0.09
H (-0.849, 3.648, -1.322)  0.03

***

Record 4
11 unconnected molecules or ions with the total composition C23H68N6O11, computed with wB97M-V/def2-TZVPD.

For the relative energy (zero: lowest compared OMol25 entry of this formula, charge and spin), the calculation gives 11.153 eV. The SMILES is NC(N)=O.NC(N)=O.NC(N)=O.CC(C)O.CC(C)O.CC(C)O.CC(C)O.CC(C)O.CC(C)O.CO.CO. The value obtained for the gap between HOMO and LUMO is 8.57 eV. The calculation puts the highest occupied orbital energy at -8.932 eV.

Each line ends with the Löwdin charge.
CARTESIAN COORDINATES (ANGSTROEM)
C (0.093, -0.474, 0.092)  -0.09
O (0.806, -0.114, 1.234)  -0.16
H (0.230, -1.405, -0.353)  0.06
H (0.289, 0.116, -0.778)  0.09
H (-0.924, -0.249, 0.390)  0.08
H (0.611, 0.763, 1.612)  0.07
C (-2.746, -2.302, -3.054)  -0.16
O (-2.363, -1.513, -2.011)  -0.15
H (-3.004, -3.234, -2.588)  0.09
H (-1.915, -2.352, -3.836)  0.11
H (-3.477, -1.730, -3.547)  0.07
H (-1.701, -2.081, -1.574)  0.06
C (2.018, 2.412, 3.405)  -0.55
O (1.693, 3.769, 3.379)  -0.10
N (1.187, 1.383, 3.674)  0.17
N (3.308, 2.156, 3.305)  0.16
H (0.191, 1.569, 3.956)  0.13
H (1.508, 0.481, 3.886)  0.09
H (3.968, 2.926, 3.065)  0.15
H (3.823, 1.246, 3.599)  0.17
C (-2.919, -0.744, 2.306)  -0.60
O (-2.993, -1.513, 1.190)  -0.07
N (-1.848, -0.763, 3.121)  0.16
N (-3.803, 0.110, 2.549)  0.20
H (-1.128, -1.506, 2.857)  0.05
H (-1.697, -0.431, 4.095)  0.15
H (-4.709, 0.048, 2.051)  0.17
H (-4.026, 0.652, 3.369)  0.14
C (-0.534, -3.563, 2.169)  -0.58
O (-0.173, -4.741, 2.785)  -0.11
N (-1.534, -3.576, 1.357)  0.15
N (0.085, -2.392, 2.383)  0.14
H (-1.914, -4.517, 1.025)  0.19
H (-2.171, -2.797, 1.279)  0.02
H (0.747, -2.356, 3.141)  0.14
H (0.177, -1.615, 1.695)  0.07
C (-1.896, 3.375, 3.741)  -0.04
C (-1.898, 2.759, 2.346)  -0.66
C (-1.419, 3.783, 1.373)  -0.04
O (-1.278, 1.714, 2.118)  -0.02
H (-0.940, 3.866, 3.830)  0.07
H (-1.995, 2.770, 4.592)  0.05
H (-2.749, 4.084, 3.851)  0.10
H (-3.039, 2.544, 2.137)  0.14
H (-0.405, 4.144, 1.503)  0.08
H (-1.969, 4.744, 1.521)  0.10
H (-1.553, 3.656, 0.288)  0.06
H (-1.796, 0.961, 2.421)  0.04
C (-0.226, -0.034, -5.075)  -0.03
C (0.132, 0.252, -3.648)  -0.67
C (1.672, 0.208, -3.456)  -0.02
O (-0.152, 1.344, -3.144)  0.01
H (0.042, -1.079, -5.331)  0.09
H (0.189, 0.593, -5.866)  0.09
H (-1.307, 0.065, -5.119)  0.07
H (-0.275, -0.480, -3.000)  0.10
H (1.959, 0.163, -2.391)  0.05
H (2.086, 1.033, -3.916)  0.06
H (2.083, -0.701, -3.953)  0.09
H (-1.099, 1.266, -2.871)  0.10
C (3.543, -1.680, -0.463)  -0.03
C (3.454, -1.832, 1.027)  -0.63
C (4.738, -2.360, 1.591)  -0.03
O (3.220, -0.726, 1.640)  -0.05
H (2.531, -1.416, -0.882)  0.06
H (3.762, -2.663, -0.946)  0.09
H (4.242, -0.879, -0.820)  0.11
H (2.630, -2.408, 1.395)  0.12
H (4.497, -2.723, 2.554)  0.07
H (5.546, -1.624, 1.665)  0.09
H (5.179, -3.122, 0.993)  0.07
H (2.293, -0.456, 1.446)  0.03
C (-3.224, 1.535, -0.624)  -0.05
C (-3.529, 1.781, -2.033)  -0.63
C (-3.198, 3.250, -2.311)  -0.02
O (-2.975, 1.065, -2.892)  0.03
H (-3.301, 0.504, -0.255)  0.07
H (-3.755, 2.169, 0.077)  0.09
H (-2.223, 1.684, -0.430)  0.04
H (-4.574, 1.759, -2.099)  0.13
H (-2.231, 3.556, -2.073)  0.04
H (-3.856, 4.015, -1.818)  0.10
H (-3.313, 3.511, -3.382)  0.09
H (-3.013, 0.125, -2.641)  0.09
C (1.083, 3.464, -1.063)  0.00
C (2.015, 3.000, 0.040)  -0.66
C (3.192, 2.101, -0.267)  -0.01
O (2.377, 3.949, 0.722)  0.02
H (0.927, 4.527, -1.080)  0.08
H (0.097, 2.946, -1.053)  0.07
H (1.635, 3.295, -1.975)  0.07
H (1.373, 2.489, 0.788)  0.11
H (2.795, 1.114, -0.595)  0.06
H (3.810, 1.973, 0.617)  0.07
H (3.747, 2.538, -1.066)  0.08
H (2.338, 3.708, 1.626)  0.02
C (0.808, -5.525, -1.134)  0.00
C (0.584, -3.997, -1.228)  -0.66
C (1.162, -3.387, -2.487)  -0.02
O (-0.617, -3.683, -1.177)  -0.03
H (0.349, -5.982, -0.273)  0.07
H (1.887, -5.688, -1.110)  0.08
H (0.510, -5.820, -2.128)  0.08
H (1.182, -3.568, -0.437)  0.12
H (0.702, -3.838, -3.326)  0.08
H (2.212, -3.535, -2.576)  0.07
H (0.924, -2.350, -2.507)  0.05
H (-0.857, -3.491, -0.208)  0.08